[1]
A structure of composition C29H32CdNO4S, computed with ωB97M-V/def2-TZVPD.

Last column: Löwdin charge in e.
Element x y z (Å)
1 C 0.8360 -0.3446 3.0126  -0.3564
2 C -0.5558 0.0489 3.1196  -0.1867
3 C -1.3160 -0.7445 2.2472  -0.1371
4 H -0.9402 0.8245 3.7751  0.0769
5 C -0.4512 -1.6511 1.5789  -0.1479
6 C 0.8731 -1.4230 2.0241  -0.2569
7 H -0.7723 -2.4079 0.8695  0.0771
8 C 0.7571 2.7029 0.1152  -0.2942
9 C -0.2503 2.9818 1.1062  -0.2089
10 C -1.4942 2.6251 0.5644  -0.1116
11 H -0.0751 3.4317 2.0843  0.0679
12 C -1.2892 2.1721 -0.7791  -0.2530
13 C 0.0973 2.1216 -1.0170  -0.1108
14 H -2.3904 -0.7092 2.1112  0.0826
15 H 1.7547 -2.0077 1.7551  0.0704
16 H 1.5893 -0.1850 3.7938  0.0534
17 H 0.5763 1.7802 -1.9345  0.0947
18 H -2.4695 2.7160 1.0450  0.0841
19 H 1.7530 3.1335 0.0983  0.0493
20 Cd 1.8838 0.8627 1.3866  1.4441
21 C -2.3626 2.1114 -1.8380  -0.5071
22 C -2.1065 3.3066 -2.7711  -0.0560
23 C -3.7637 2.2800 -1.2276  -0.0550
24 H -2.1646 4.2431 -2.2021  0.0919
25 H -2.8560 3.3416 -3.5706  0.0705
26 H -1.1097 3.2444 -3.2251  0.0827
27 H -3.8244 3.2427 -0.7071  0.0795
28 H -3.9990 1.4840 -0.5109  0.0801
29 H -4.5253 2.2776 -2.0163  0.0784
30 C -2.2718 0.8167 -2.6754  -0.0583
31 C -2.7321 -0.4431 -1.9524  -0.4528
32 H -1.2297 0.6496 -2.9880  0.1302
33 H -2.8920 0.9338 -3.5818  0.1106
34 O -2.1879 -0.8772 -0.9399  0.0858
35 N -3.8407 -1.0656 -2.4648  0.0542
36 C -4.1434 -2.4147 -1.9737  -0.1449
37 H -4.0515 -0.8967 -3.4436  0.1286
38 C -4.5063 -2.3949 -0.5209  -0.2410
39 C -3.9332 -3.3140 0.3636  -0.0467
40 H -3.1800 -4.0073 -0.0249  0.1141
41 C -4.2839 -3.2957 1.7166  -0.0865
42 H -3.8193 -4.0049 2.4112  0.1034
43 C -5.2323 -2.3683 2.1765  -0.1034
44 H -5.5328 -2.3679 3.2273  0.0953
45 C -5.7947 -1.4399 1.2893  -0.0862
46 H -6.5060 -0.6893 1.6393  0.0972
47 C -5.4472 -1.4719 -0.0649  -0.0481
48 H -5.8715 -0.7662 -0.7827  0.1112
49 H -3.2638 -3.0527 -2.1088  0.1204
50 H -4.9729 -2.7912 -2.5796  0.1237
51 C 8.8882 -1.1956 1.4847  -0.0687
52 C 7.6002 -0.8053 0.8260  -0.2926
53 C 7.2707 0.5506 0.7540  -0.0484
54 C 6.1179 0.9626 0.0995  -0.0594
55 C 5.2201 0.0037 -0.3721  -0.2784
56 C 5.5475 -1.3511 -0.3509  -0.0500
57 C 6.7294 -1.7520 0.2732  -0.0446
58 S 3.6374 0.5732 -0.9657  0.4623
59 O 3.4259 1.6735 0.0645  -0.5152
60 O 3.8282 1.0610 -2.3050  -0.3040
61 O 2.6508 -0.5029 -0.7570  -0.3905
62 H 9.7562 -0.6959 1.0299  0.0807
63 H 8.8538 -0.8856 2.5363  0.0803
64 H 9.0386 -2.2771 1.4425  0.0702
65 H 7.9408 1.2940 1.1892  0.1132
66 H 5.9131 2.0200 -0.0401  0.1152
67 H 4.8807 -2.0602 -0.8357  0.1147
68 H 6.9889 -2.8110 0.3166  0.1067

Computed properties:
**Net charge**: -1
**Frontier orbital gap**: 6.039 eV

---

[2]
A structure of composition C29H32ClIIrN4O2, computed with ωB97M-V/def2-TZVPD.

Last column: Löwdin charge in e.
Element x y z (Å)
1 Ir -0.0645 0.2082 -0.5880  1.3890
2 C 4.2425 0.5498 0.0999  0.0421
3 C 2.9480 -0.2055 0.0654  -0.4582
4 O 1.8800 0.3791 0.3067  -0.0898
5 N 2.9955 -1.5131 -0.2090  0.1158
6 C 1.8720 -2.4119 0.0228  -0.0921
7 C 1.0072 -2.6619 -1.1804  -0.2338
8 C 1.1260 -3.8445 -1.8897  -0.0015
9 C 0.3176 -4.0684 -2.9920  -0.0254
10 C -0.5871 -3.0859 -3.3469  -0.0196
11 C -0.6520 -1.9271 -2.5975  -0.0955
12 N 0.1236 -1.7077 -1.5225  -0.0127
13 H 4.0944 1.4789 0.6428  0.0983
14 H 4.5358 0.7937 -0.9229  0.0919
15 H 5.0330 -0.0373 0.5657  0.0944
16 H 3.8950 -1.9188 -0.4098  0.1579
17 H 1.2621 -1.9912 0.8202  0.0940
18 H 2.2805 -3.3574 0.3753  0.1362
19 H 1.8462 -4.5848 -1.5686  0.1217
20 H 0.3946 -4.9880 -3.5560  0.1216
21 H -1.2458 -3.2006 -4.1959  0.1219
22 H -1.3489 -1.1387 -2.8436  0.1038
23 Cl -5.7924 -2.2936 2.3017  0.7208
24 C -4.6379 -1.5778 1.2273  -0.6061
25 C -5.0239 -1.1741 -0.0197  -0.1516
26 C -4.1132 -0.5745 -0.9096  -0.6441
27 I -4.7408 0.0387 -2.7892  0.9623
28 C -2.7951 -0.3737 -0.5537  -0.4249
29 O -1.9177 0.2259 -1.3346  -0.2945
30 C -2.3931 -0.8425 0.7318  -0.1486
31 N -1.0773 -0.6654 1.0452  -0.0419
32 C -0.6349 -0.9808 2.2410  -0.1210
33 C -1.4760 -1.5375 3.2170  -0.0208
34 C -2.7921 -1.7636 2.9199  0.0057
35 C -3.2970 -1.4149 1.6489  -0.1602
36 H -6.0521 -1.3108 -0.3253  0.1007
37 H 0.4098 -0.7770 2.4434  0.1136
38 H -1.0711 -1.7784 4.1894  0.1154
39 H -3.4594 -2.1979 3.6516  0.1016
40 C 4.1752 4.0183 -1.8949  -0.0332
41 C 2.9549 3.1425 -1.9346  -0.2493
42 C 2.9318 2.0517 -2.8767  -0.0261
43 C 1.8419 1.2644 -3.0333  -0.2643
44 C 1.7688 0.2233 -4.1070  -0.0257
45 C 0.6901 1.4990 -2.1845  -0.1756
46 C 0.7823 2.5021 -1.1321  -0.2960
47 C 1.9150 3.3786 -1.0907  0.0175
48 N -0.1391 2.2456 -0.2224  -0.0334
49 C -0.4587 3.0475 0.9697  -0.5928
50 C 0.6379 2.9195 2.0287  -0.0245
51 C -1.7831 2.5271 1.5301  -0.0327
52 C -0.6815 4.5086 0.5698  -0.0261
53 H 5.0550 3.4980 -2.2722  0.0797
54 H 4.3809 4.3743 -0.8861  0.0846
55 H 4.0203 4.8959 -2.5262  0.0970
56 H 3.7992 1.9131 -3.5129  0.1191
57 H 2.6984 0.1729 -4.6716  0.0839
58 H 0.9581 0.4548 -4.8019  0.0977
59 H 1.5610 -0.7646 -3.6899  0.0625
60 H -0.2847 1.4822 -2.6983  0.1300
61 H 1.9914 4.1616 -0.3516  0.1038
62 H 0.7792 1.8728 2.3038  0.0661
63 H 0.3587 3.4763 2.9248  0.0934
64 H 1.5926 3.3054 1.6699  0.0739
65 H -1.6637 1.5398 1.9722  0.0605
66 H -2.5357 2.4703 0.7422  0.0940
67 H -2.1452 3.1977 2.3098  0.0937
68 H 0.2100 4.9908 0.1765  0.0668
69 H -1.0010 5.0750 1.4447  0.0919
70 H -1.4664 4.5745 -0.1849  0.0971

Computed properties:
**Net charge**: +1
**Frontier orbital gap**: 7.299 eV

---

[3]
A structure of composition C29H32IrN8S, computed with ωB97M-V/def2-TZVPD.

Last column: Löwdin charge in e.
Element x y z (Å)
1 Ir 0.1038 -0.3886 -0.0294  1.4232
2 C 1.0707 -3.1162 0.7898  -0.1316
3 C -0.2600 -3.6987 0.3055  -0.0770
4 C -1.4827 -2.9535 0.7716  -0.2312
5 C -2.6247 -3.6551 1.1274  0.0335
6 C -3.7011 -2.9932 1.6873  0.0269
7 C -3.5820 -1.6307 1.9376  0.0006
8 C -2.4438 -0.9844 1.5261  -0.1588
9 N -1.4135 -1.6083 0.8973  -0.0660
10 N 1.5144 -1.9909 -0.0759  -0.2504
11 C 1.7216 -2.5181 -1.4671  -0.0721
12 C 0.7536 -1.9464 -2.4535  -0.2296
13 C 0.7297 -2.4016 -3.7595  0.0363
14 C -0.0374 -1.7381 -4.6998  0.0294
15 C -0.7223 -0.5975 -4.3009  0.0129
16 C -0.6779 -0.2157 -2.9801  -0.0890
17 N 0.0057 -0.9067 -2.0383  -0.0332
18 C 2.7846 -1.3551 0.3708  -0.0952
19 C 2.9555 -0.1059 -0.4541  -0.2485
20 C 4.1611 0.3215 -0.9733  0.0405
21 C 4.2001 1.4883 -1.7282  0.0286
22 C 3.0243 2.1920 -1.9481  0.0158
23 C 1.8462 1.6985 -1.4232  -0.0832
24 N 1.8094 0.5752 -0.6869  -0.0750
25 H 1.8395 -3.8927 0.7906  0.1515
26 H 0.9893 -2.7448 1.8098  0.1157
27 H -0.3257 -4.7277 0.6578  0.1455
28 H -0.2948 -3.7692 -0.7837  0.1267
29 H -2.6447 -4.7288 0.9946  0.1429
30 H -4.5978 -3.5332 1.9628  0.1428
31 H -4.3657 -1.0786 2.4371  0.1352
32 H -2.3192 0.0716 1.7114  0.1130
33 H 1.6715 -3.6058 -1.4647  0.1477
34 H 2.7344 -2.2729 -1.7917  0.1508
35 H 1.3324 -3.2577 -4.0357  0.1471
36 H -0.0722 -2.0796 -5.7261  0.1443
37 H -1.2904 -0.0059 -5.0051  0.1379
38 H -1.1941 0.6710 -2.6567  0.1009
39 H 3.6387 -2.0277 0.2667  0.1557
40 H 2.6864 -1.1123 1.4285  0.1210
41 H 5.0604 -0.2539 -0.7959  0.1435
42 H 5.1353 1.8349 -2.1492  0.1435
43 H 3.0147 3.1026 -2.5311  0.1380
44 H 0.8991 2.1936 -1.5917  0.1124
45 N 3.1670 1.5558 6.2187  0.2142
46 C 1.9188 1.2590 5.9960  -0.6456
47 S 0.7279 1.3071 7.1929  1.1112
48 C 1.4802 0.8828 4.6108  -0.1974
49 C 1.9084 1.6044 3.5019  0.0483
50 C 1.4637 1.2320 2.2447  -0.0950
51 N 0.6272 0.1999 2.0249  -0.0310
52 C 0.2213 -0.4876 3.1079  -0.0745
53 C 0.6172 -0.1845 4.4018  0.0324
54 H 3.4999 1.8470 7.1339  0.1652
55 H 3.8710 1.4691 5.4957  0.1596
56 H 2.5451 2.4757 3.5914  0.1461
57 H 1.8022 1.7821 1.3808  0.1051
58 H -0.4624 -1.3028 2.9414  0.1074
59 H 0.2523 -0.7951 5.2177  0.1343
60 C -0.7087 3.2977 0.4033  0.0251
61 C -1.6568 2.2830 -0.1234  -0.3375
62 N -1.4589 0.9766 -0.3278  -0.1009
63 C -2.6535 0.4792 -0.8605  -0.1634
64 C -3.5479 1.4828 -0.9650  -0.0047
65 N -2.9037 2.6017 -0.4981  0.1551
66 H 0.1915 2.8171 0.7641  0.0358
67 H -1.1594 3.8560 1.2245  0.1099
68 H -0.4405 4.0203 -0.3696  0.1103
69 H -2.7832 -0.5600 -1.1048  0.1244
70 H -4.5613 1.5017 -1.3281  0.1492
71 H -3.3064 3.5278 -0.4452  0.1935

Computed properties:
**Net charge**: +4
**Frontier orbital gap (spin up / spin down)**: 7.442 / 5.489 eV
**Multiplicity**: 2

---

Number 1: E -55672.4670 eV. Number 2: E -64107.1107 eV. Number 3: E -56152.6501 eV.